# 1
This record from the Open Molecules 2025 dataset describes a 2-piece molecular cluster, C9H16N3O3 overall in a non-equilibrium geometry. The level of theory is ωB97M-V with the def2-TZVPD basis set.

Properties
HOMO level = -0.5381 Ha
orbital gap = 9.643 eV
E = -20198.173 eV
total charge = +1

Last column: Mulliken charge in e.
Cartesian coordinates (Å):
C 2.594 0.130 -1.417  0.68
C 1.130 0.524 0.874  0.65
C 2.889 0.126 -2.872  -1.24
C -4.156 0.066 0.859  -1.26
C 0.988 2.887 1.208  -0.72
C -3.100 -1.099 0.578  -0.53
C -1.748 -0.367 0.100  -1.09
C -0.547 -1.389 0.058  -0.73
C 0.663 -0.555 -0.153  0.03
N 3.160 -2.574 1.940  -0.33
N 2.468 -2.323 1.127  0.33
N 1.471 -0.747 -1.145  0.15
O 3.143 0.780 -0.591  -0.40
O 1.445 0.228 1.980  -0.49
O 0.787 1.710 0.389  -0.21
H 3.863 0.552 -3.118  0.38
H 2.843 -0.886 -3.381  0.34
H 2.199 0.751 -3.439  0.33
H -4.012 0.611 1.811  0.34
H -5.233 -0.186 1.064  0.35
H -4.095 0.725 0.070  0.37
H 1.636 3.536 0.675  0.27
H 1.539 2.483 2.098  0.36
H -0.031 3.224 1.392  0.26
H -3.359 -1.742 -0.200  0.41
H -2.902 -1.594 1.496  0.39
H -1.848 0.103 -0.798  0.58
H -1.681 0.463 0.774  0.53
H -0.577 -1.741 1.061  0.38
H -0.761 -2.168 -0.684  0.50
H 1.233 -1.530 -1.755  0.38

# 2
This record from the Open Molecules 2025 dataset describes a 2-piece molecular cluster, C4H10N2 overall in a non-equilibrium geometry. The level of theory is ωB97M-V with the def2-TZVPD basis set.

Properties
HOMO level (spin up / spin down) = 0.0457 / -0.1590 Ha
orbital gap (spin up / spin down) = 2.760 / 8.199 eV
E = -7286.432 eV
<S²> = 0.75
total charge = -1
spin multiplicity = 2

Last column: Mulliken spin population.
Cartesian coordinates (Å):
C 1.654 1.786 1.533  0.08
C 0.616 1.579 0.700  0.05
N 0.640 1.504 -0.671  0.11
H 1.637 1.918 2.602  -0.03
H 2.664 1.471 1.213  -0.02
H -0.247 1.072 1.157  -0.02
H 0.305 0.594 -0.972  -0.27
H 1.394 1.940 -1.170  -0.10
C -1.047 -1.731 0.674  0.55
C -0.782 -1.775 -0.668  2.28
N -1.145 -0.953 -1.712  0.87
H -1.623 -0.878 1.046  -0.17
H -0.360 -2.310 1.280  -0.30
H -0.584 -2.779 -1.053  -0.77
H -1.686 -1.428 -2.443  -1.06
H -1.438 -0.009 -1.516  -0.20

# 3
This record from the Open Molecules 2025 dataset describes C32H35AsCsN7O4S4Sb as an isolated structure. The level of theory is ωB97M-V with the def2-TZVPD basis set.

Properties
HOMO level (spin up / spin down) = -0.0339 / -0.1185 Ha
orbital gap (spin up / spin down) = 4.296 / 6.595 eV
E = -163642.634 eV
<S²> = 0.78
total charge = -2
spin multiplicity = 2

Last column: Mulliken spin population.
Cartesian coordinates (Å):
Cs 0.337 -0.751 -0.200  0.01
O 5.988 2.216 -4.987  0.00
C 6.609 1.349 -4.133  0.00
O 7.761 1.061 -4.357  0.03
C 5.810 0.836 -3.012  0.10
C 4.554 1.350 -2.637  -0.02
C 3.852 0.818 -1.587  0.07
C 4.356 -0.267 -0.823  -0.08
C 5.624 -0.781 -1.214  0.09
C 6.318 -0.236 -2.269  -0.04
N 3.588 -0.727 0.193  0.12
C 4.115 -1.488 1.143  0.29
C 3.362 -2.025 2.222  0.05
C 4.028 -2.755 3.243  0.06
C 3.321 -3.262 4.300  -0.02
C 1.937 -3.052 4.358  0.18
C 1.355 -2.338 3.320  -0.06
N 2.014 -1.834 2.283  0.14
H 5.054 2.275 -4.751  0.00
H 4.111 2.201 -3.147  0.00
H 2.894 1.240 -1.305  0.01
H 6.037 -1.638 -0.699  0.02
H 7.277 -0.645 -2.561  0.00
H 5.190 -1.681 1.183  0.05
H 5.100 -2.900 3.168  0.00
H 3.828 -3.822 5.078  0.00
H 1.331 -3.441 5.165  0.01
H 0.281 -2.173 3.310  -0.02
S -3.713 3.965 -1.932  0.00
Sb -1.804 2.414 -1.538  0.00
S 0.010 3.332 -2.577  0.00
S -2.724 4.193 -0.074  0.00
O -1.820 -1.950 2.287  0.00
S -2.613 -0.909 1.584  0.00
C -4.326 -1.448 1.600  0.00
C -4.677 -2.518 2.403  0.00
C -5.992 -2.959 2.393  0.00
C -6.930 -2.336 1.581  0.00
C -6.556 -1.277 0.764  0.00
C -5.243 -0.833 0.762  0.00
C -2.798 0.437 2.769  0.00
C -2.360 0.230 4.066  0.00
C -2.469 1.264 4.987  0.00
C -2.998 2.489 4.598  0.00
C -3.400 2.692 3.284  0.00
C -3.296 1.664 2.359  0.00
H -3.912 -2.998 3.000  0.00
H -6.281 -3.802 3.008  0.00
H -7.953 -2.691 1.567  0.00
H -7.282 -0.808 0.112  0.00
H -4.934 -0.031 0.101  0.00
H -1.935 -0.731 4.329  0.00
H -2.131 1.115 6.005  0.00
H -3.074 3.296 5.318  0.00
H -3.767 3.656 2.955  0.00
H -3.564 1.850 1.326  0.00
C 0.661 5.252 1.257  0.00
N 0.672 3.908 0.736  0.00
C 0.204 2.836 1.409  0.00
N -0.016 2.982 2.757  0.00
O 0.017 1.751 0.851  -0.01
H 1.059 5.915 0.491  0.00
H 1.299 5.337 2.141  0.00
H -0.350 5.598 1.499  0.00
H 0.653 3.789 -0.281  0.00
H -0.237 3.897 3.111  0.00
H -0.540 2.223 3.165  0.00
C -1.086 0.789 -5.372  0.00
As -0.320 -0.287 -3.919  0.00
C 1.558 0.083 -4.342  0.00
C -0.453 -2.037 -4.792  0.00
H -0.611 0.545 -6.323  0.00
H -0.927 1.842 -5.137  0.00
H -2.157 0.600 -5.444  0.00
H 1.757 -0.097 -5.401  0.00
H 2.217 -0.541 -3.739  0.00
H 1.755 1.127 -4.099  0.00
H -0.039 -2.006 -5.801  0.00
H -1.497 -2.348 -4.832  0.00
H 0.083 -2.772 -4.193  0.00
N -3.085 -5.792 -4.133  0.00
C -2.736 -5.410 -3.090  0.00
N -2.399 -5.078 -1.864  0.00
C -1.760 -3.964 -1.638  0.00
N -1.211 -2.979 -1.339  0.00

What energy above the lowest of the compared OMol25 structures with the same formula, charge and spin values result from the calculations? In sequence: 4.8; 46.8; 11.0 kcal/mol.